[1]
# C33H40IN4OPTi

C33H40IN4OPTi as an isolated structure at a distorted geometry (wB97M-V/def2-TZVPD, the OMol25 dataset).

Geometry (Å):
H1 -2.607827 1.662681 1.851235
C1 4.133869 -2.752940 3.537088
O1 -0.944586 3.180093 0.422210
C2 -0.429447 4.040203 1.262434
H2 -2.425565 -0.666536 -0.311411
C3 -3.339863 -2.940250 2.839120
C4 -2.297450 -0.400099 2.185378
H3 -3.838153 2.380998 -2.628430
H4 0.945785 0.180999 -2.353377
H5 -1.630403 -3.124132 4.112500
H6 2.379096 -1.605966 3.967928
H7 1.114385 4.143263 2.590910
C5 1.998069 0.709108 0.344097
C6 -1.616740 -1.125491 -2.088036
H8 1.955367 -1.297591 -1.525252
C7 3.726135 -2.056976 0.905660
H9 0.918522 3.536867 -1.180203
C8 1.064132 1.609796 -0.207160
C9 3.055230 -1.950512 3.197236
H10 -2.843955 1.334087 -3.629019
C10 -0.756195 5.347965 1.242275
N1 0.451480 3.492271 2.202405
C11 1.588698 2.781816 -0.772536
H11 4.061015 0.316716 0.808755
H12 -2.438377 -1.700672 -2.545602
H13 4.289752 -3.034388 4.569098
H14 -0.193004 -1.267871 -3.694191
C12 -1.625062 -1.270482 3.062942
C13 5.011191 -3.205084 2.565837
N2 0.052117 0.567580 -2.632355
C14 -2.148151 -2.500001 3.398737
H15 -1.415957 2.908332 -4.224516
C15 2.837253 -1.588502 1.872876
H16 3.304477 3.993814 -1.203630
H17 1.503193 -3.316055 -2.858859
C16 -1.804072 0.926228 1.917945
Ti1 -1.065058 1.562420 -0.150480
H18 -0.981969 -1.817083 -1.533479
H19 -1.430738 -0.038558 -3.962657
H20 -2.046569 3.248687 -1.673485
C17 -0.142789 -4.170147 -0.036460
C18 0.877860 -1.994482 0.192574
I1 -4.056805 3.513453 0.186826
H21 -0.406131 3.747485 -3.059448
P1 1.310749 -0.649216 1.378234
H22 -3.754375 -3.898639 3.115833
C19 3.838960 2.156852 -0.236143
C20 -4.015794 -2.112053 1.954018
H23 5.848081 -3.835058 2.832122
H24 4.898520 2.358221 -0.228990
C21 4.802554 -2.851171 1.241546
H25 1.222338 2.170350 -3.188447
H26 -4.954349 -2.432022 1.521164
C22 1.367318 -2.102589 -1.105933
C23 3.363270 0.995100 0.337773
H27 0.148606 -5.152110 -1.920708
H28 -0.700616 -0.940115 3.514676
C24 0.349727 -4.270070 -1.329652
H29 5.468841 -3.204097 0.465728
C25 -3.324092 0.552553 -1.653546
H30 -0.724490 -4.975657 0.387949
C26 0.268280 1.725162 -3.478983
H31 -1.525189 5.695056 0.575379
H32 -0.239273 -2.978087 1.734255
C27 0.126791 -3.045481 0.718812
C28 1.107246 -3.235162 -1.856589
N3 -2.137573 -0.136877 -1.142230
H33 0.340253 1.440554 -4.539907
H34 -3.867514 0.966445 -0.796334
C29 -0.864434 2.779463 -3.281877
C30 2.945832 3.061080 -0.788959
H35 -0.344321 6.055235 1.935147
H36 -1.030950 1.247085 2.615564
N4 -1.761281 2.412496 -2.192337
H37 0.878541 2.627728 1.880454
H38 -3.996603 -0.149693 -2.173010
H39 -4.124565 -0.201128 1.036347
H40 3.572196 -1.802543 -0.131544
C31 -2.973873 1.705669 -2.611180
C32 -0.781287 -0.477117 -3.202330
C33 -3.520283 -0.861210 1.648220

Forces on the atoms, in the same order (eV/Å):
0.0 0.1 0.2
0.2 -0.2 0.1
0.0 0.2 -0.1
0.8 2.6 1.5
-0.1 0.1 -0.2
0.0 0.0 0.0
-0.6 -1.2 0.3
0.2 0.0 0.1
-0.1 0.1 0.1
0.1 -0.1 0.1
-0.1 0.0 0.0
0.0 0.0 0.0
-0.4 -0.1 0.2
0.4 -0.2 -0.5
0.1 0.0 0.0
0.1 0.0 0.0
0.1 -0.1 0.1
0.5 -0.2 0.3
-0.1 0.2 -0.1
0.1 0.0 0.1
-0.1 -0.7 -0.4
-0.2 -0.6 -0.2
-0.2 0.1 -0.2
0.0 0.1 0.0
0.1 0.1 0.2
0.0 0.0 0.1
-0.1 0.2 0.0
-0.2 0.4 -0.1
-0.1 0.0 0.1
0.5 -0.2 0.0
-0.2 -0.2 0.0
0.0 0.0 0.3
0.0 0.1 0.1
0.0 0.0 0.0
0.0 0.0 -0.1
0.7 0.9 -1.7
0.4 -1.3 -0.7
-0.2 0.1 -0.1
0.1 -0.1 0.0
-0.4 0.1 -0.3
0.0 -0.1 -0.1
-0.2 0.2 -0.1
-0.4 0.1 -0.1
-0.1 -0.1 0.0
0.7 -0.5 -0.1
0.0 -0.1 0.0
0.0 0.1 0.0
0.0 -0.3 0.1
0.0 0.0 0.1
0.1 0.1 0.0
0.1 0.0 -0.1
-0.1 -0.1 -0.1
-0.1 0.0 0.0
-0.2 0.0 0.2
0.0 -0.1 0.0
0.0 0.0 0.0
0.0 0.1 0.0
0.0 0.0 0.0
0.1 0.0 0.0
-0.7 0.2 -0.4
-0.1 0.0 0.0
0.0 0.2 -0.1
-0.1 0.0 -0.1
0.0 0.0 0.0
0.0 0.2 0.0
0.1 -0.1 -0.2
-0.4 -0.4 0.5
0.0 0.1 0.1
0.1 0.0 -0.2
0.5 -0.1 -0.3
0.0 -0.1 -0.1
0.2 0.0 0.3
0.0 0.1 -0.1
-0.4 0.4 0.9
0.1 0.4 0.2
0.1 0.1 0.1
0.0 0.1 0.0
0.0 0.0 0.0
-0.6 -0.5 0.0
-0.3 -0.3 0.2
0.4 0.3 0.1

Calculated values
orbital gap (spin up / spin down) = 6.810 / 6.811 eV
HOMO (spin up / spin down) = -7.1 / -7.1 eV
M = 714.5 u
max |F| = 3.09 eV Å⁻¹
energy relative to the best compared isomer or geometry (same formula, charge and spin) = 2.2003 eV
E_LUMO (spin up / spin down) = -0.010 / -0.010 Eh

***

[2]
# C33H40N4O6S2SiY

C33H40N4O6S2SiY as an isolated structure at a distorted geometry (wB97M-V/def2-TZVPD, the OMol25 dataset).

Geometry (Å):
C1 2.943651 3.007595 1.118529
H1 -4.738639 0.364380 0.876295
C2 -3.158952 -1.216029 -3.576399
C3 -1.495661 -1.163234 -1.808146
S1 -1.275591 -3.283285 -3.246200
H2 0.292493 3.072505 1.123945
C4 0.651417 2.201357 0.567928
C5 -0.028420 0.573044 3.579556
C6 1.725934 0.470116 -2.289000
C7 0.287796 1.578864 4.462623
N1 -1.479579 -0.545717 2.094146
Y1 -0.024521 -1.809553 1.181145
C8 5.495007 1.119412 -0.008474
N2 -0.438864 -1.897183 -1.223236
H3 -6.555287 -3.234436 -1.937151
H4 2.739279 -1.210970 3.272334
C9 -6.166961 -2.432052 -1.320241
H5 -4.499445 0.444294 -3.582254
H6 -4.653165 -4.698807 -1.333297
C10 -2.079203 -1.781080 -2.910601
H7 -2.534969 -4.954204 -0.052362
H8 5.965657 0.015014 -2.449856
C11 -2.274587 1.406971 3.367023
H9 3.899303 3.371555 0.743288
H10 6.517654 1.135281 -0.392953
C12 -5.158420 -0.414620 0.260982
C13 -0.686062 2.530293 4.806025
C14 -3.150230 -1.734463 0.881242
H11 0.861179 -4.680261 -2.192168
H12 -1.624796 0.493690 -0.423791
H13 2.451068 3.839283 1.627730
C15 -6.847127 -1.257461 -1.217704
H14 5.416237 0.295783 0.688229
C16 -4.259588 -3.891005 -0.735499
C17 -2.542096 -3.019038 0.754876
O1 2.305754 -0.323624 0.430204
C18 -6.337824 -0.225321 -0.401534
C19 2.187942 -0.359466 3.683704
H15 2.665502 0.583050 3.384782
H16 -2.713802 3.138364 4.525806
H17 4.046587 2.313077 -2.895107
C20 1.875031 3.606149 -1.036901
O2 0.875557 -0.435575 3.164673
H18 2.815271 3.985401 -1.443617
O3 2.051799 -2.494877 1.379678
H19 -3.258316 1.315968 2.940898
N3 -2.790560 -0.599642 1.498521
H20 5.724061 2.303103 -2.410956
H21 0.619692 1.371001 1.266447
H22 1.248295 3.296859 -1.864294
N4 0.693237 -3.926534 -1.536432
H23 -0.067615 2.012667 -0.222502
Si1 2.705014 0.923128 -0.790371
O4 -1.325451 -3.297819 1.392308
H24 -6.873007 0.708074 -0.307528
H25 2.090537 1.031890 -3.146139
H26 1.369418 4.443498 -0.554897
C21 2.047113 2.493650 -0.000351
C22 -1.983393 0.055784 -1.345539
H27 4.310898 -0.400836 -2.863928
H28 -3.479660 1.536268 -1.628022
H29 -0.442500 3.323255 5.496700
S2 3.021683 -1.748407 0.521564
O5 3.022306 -2.284761 -0.825937
C23 -1.310671 0.460175 2.975914
C24 -1.948989 2.419803 4.257480
H30 1.555652 -3.548871 -1.118786
H31 3.148603 2.251093 1.870605
C25 4.979287 -0.206361 -2.032273
H32 2.162836 -0.430652 4.779431
O6 4.292450 -1.574900 1.157717
H33 0.669104 0.693591 -2.153882
H34 -3.626635 -1.717405 -4.405846
C26 4.701081 2.272652 -2.032966
C27 -4.427326 -1.617430 0.167688
C28 -0.245168 -3.004398 -1.885169
C29 -4.945309 -2.661322 -0.629805
C30 -3.054750 0.622001 -2.008342
H35 -7.776757 -1.123018 -1.754392
C31 -3.088618 -4.022314 -0.023897
H36 5.348371 2.051684 0.539679
H37 1.273045 1.642130 4.894623
C32 4.541126 0.992874 -1.188621
H38 5.060476 -1.122144 -1.451109
C33 -3.637964 -0.004577 -3.111848
H39 4.546605 3.180994 -1.450947
H40 1.805475 -0.593966 -2.513052

Forces on the atoms, in the same order (eV/Å):
0.1 0.1 0.1
0.0 0.1 0.1
0.1 0.1 0.2
0.3 -0.2 0.3
-0.1 -0.1 -0.1
0.0 0.1 0.0
0.0 0.2 0.1
0.2 -0.2 0.0
-0.1 -0.1 -0.1
-0.1 -0.1 -0.1
-1.1 0.4 -0.1
0.3 0.7 0.0
0.1 0.3 0.3
-0.3 0.2 -0.4
0.0 0.0 0.0
-0.1 0.3 0.2
0.1 -0.2 0.0
-0.1 0.0 -0.1
-0.1 -0.1 -0.1
-0.2 0.2 -0.1
0.1 0.0 0.0
0.1 0.0 0.0
0.2 0.0 -0.1
0.0 0.1 0.0
0.1 0.0 0.0
0.0 0.0 0.0
0.2 -0.1 0.0
-0.5 0.3 0.0
-0.1 0.2 0.2
0.1 0.0 0.0
-0.1 0.1 0.0
-0.1 0.2 0.0
0.0 -0.2 0.1
0.0 0.2 0.1
0.8 0.2 0.8
0.4 0.4 -0.6
-0.1 -0.1 -0.1
0.2 -0.2 0.1
0.0 -0.2 0.1
0.0 0.0 0.0
-0.2 0.0 -0.2
0.1 0.2 0.0
-0.6 0.4 -0.1
-0.2 -0.1 0.1
1.3 -0.1 -0.2
-0.1 0.0 0.0
0.7 -0.1 0.3
0.1 0.0 -0.1
0.1 -0.1 0.1
-0.2 -0.1 -0.3
0.5 0.1 -0.1
-0.1 -0.1 -0.2
-0.3 -0.7 0.8
-1.2 -0.8 -0.2
-0.1 0.1 0.0
0.0 0.1 -0.2
-0.1 0.2 0.1
-0.2 0.0 0.1
-0.1 -0.1 -0.1
-0.2 0.0 -0.2
-0.1 0.1 0.0
0.0 0.1 0.1
-0.3 -0.3 0.2
0.1 0.0 0.1
0.1 -0.1 0.1
-0.1 0.0 0.0
-0.4 -0.1 -0.2
0.0 -0.2 0.1
0.2 0.0 -0.1
0.0 0.0 -0.2
0.0 0.0 -0.1
-0.1 0.1 0.0
-0.1 -0.1 -0.2
0.3 0.0 0.1
0.1 0.0 0.1
0.5 -0.2 0.3
-0.2 -0.1 -0.2
0.0 -0.2 -0.1
-0.1 0.0 0.0
-0.1 -0.3 -0.2
0.0 -0.1 0.0
0.1 0.0 0.1
0.0 0.1 -0.1
0.0 0.1 0.0
0.1 0.0 0.1
0.1 -0.1 0.0
0.1 0.0 0.0

Calculated values
orbital gap = 4.357 eV
HOMO = -2.1 eV
M = 769.8 u
max |F| = 1.43 eV Å⁻¹
energy relative to the best compared isomer or geometry (same formula, charge and spin) = 2.2067 eV
E_LUMO = 0.081 Eh
net charge = -1